[1]
{"formula": "C30H35F5N2O3PS4V", "method": "ωB97M-V with the def2-TZVPD basis set", "s2": 0.760, "orbital_gap_ev": [6.89, 6.36], "total_charge": -1, "spin_multiplicity": 2, "relative_energy_kcal_mol": 0.00, "species": ["V", "C", "C", "C", "C", "C", "C", "C", "C", "C", "C", "H", "H", "H", "H", "H", "H", "H", "H", "H", "H", "H", "H", "H", "H", "H", "F", "C", "C", "F", "C", "F", "C", "S", "C", "F", "C", "F", "C", "C", "O", "P", "O", "C", "C", "O", "C", "C", "H", "H", "H", "H", "H", "H", "H", "H", "H", "H", "H", "H", "H", "H", "H", "S", "C", "S", "C", "N", "N", "C", "C", "C", "C", "C", "C", "S", "H", "H", "H", "H", "H"], "xyz": [[-0.88, -0.73, -0.55], [-2.65, -2.02, -0.88], [-2.31, -1.39, -2.11], [-1.01, -1.86, -2.47], [-0.59, -2.82, -1.49], [-1.60, -2.92, -0.51], [-1.72, -3.90, 0.61], [0.63, -3.67, -1.66], [-0.28, -1.61, -3.76], [-3.22, -0.62, -3.01], [-3.93, -1.89, -0.11], [-1.76, -3.41, 1.59], [-0.87, -4.59, 0.62], [-2.63, -4.48, 0.50], [1.55, -3.08, -1.57], [0.62, -4.12, -2.66], [0.68, -4.47, -0.93], [0.77, -1.36, -3.58], [-0.73, -0.79, -4.31], [-0.30, -2.51, -4.39], [-2.72, 0.26, -3.43], [-4.12, -0.29, -2.49], [-3.54, -1.25, -3.85], [-3.73, -1.85, 0.96], [-4.58, -2.74, -0.31], [-4.47, -0.98, -0.38], [-1.54, 4.40, 4.83], [-1.45, 3.24, 4.18], [-2.30, 2.95, 3.13], [-3.25, 3.84, 2.78], [-2.19, 1.75, 2.46], [-3.09, 1.53, 1.49], [-1.24, 0.79, 2.77], [-1.08, -0.74, 1.93], [-0.42, 1.10, 3.85], [0.51, 0.23, 4.26], [-0.51, 2.29, 4.54], [0.32, 2.55, 5.56], [-4.08, 2.81, -2.51], [-3.40, 2.33, -1.25], [-2.00, 2.64, -1.30], [-0.83, 1.50, -1.32], [-0.53, 1.40, -2.91], [-0.21, 2.56, -3.70], [-0.97, 2.48, -5.00], [0.40, 2.49, -0.96], [0.56, 2.98, 0.38], [0.03, 4.39, 0.51], [-5.16, 2.66, -2.43], [-3.73, 2.26, -3.39], [-3.89, 3.87, -2.67], [-3.53, 1.25, -1.11], [-3.81, 2.84, -0.38], [0.86, 2.56, -3.87], [-0.47, 3.46, -3.15], [-0.77, 1.53, -5.51], [-0.66, 3.29, -5.66], [-2.05, 2.56, -4.84], [1.63, 2.93, 0.58], [0.07, 2.30, 1.08], [0.56, 5.06, -0.17], [0.17, 4.75, 1.54], [-1.03, 4.43, 0.27], [3.17, -4.67, 3.16], [3.04, -3.27, 2.25], [1.59, -2.89, 1.39], [2.30, -1.41, 0.79], [3.50, -1.22, 1.23], [3.91, -2.26, 2.05], [5.21, -2.08, 2.62], [5.72, -0.79, 2.69], [6.98, -0.58, 3.23], [7.74, -1.64, 3.70], [7.22, -2.93, 3.61], [5.97, -3.16, 3.07], [1.52, -0.32, -0.31], [5.13, 0.03, 2.33], [7.37, 0.43, 3.28], [8.72, -1.47, 4.13], [7.81, -3.77, 3.95], [5.57, -4.16, 3.00]]}

***

[2]
{"formula": "C30H35N2O8", "method": "ωB97M-V with the def2-TZVPD basis set", "orbital_gap_ev": 8.24, "total_charge": 1, "relative_energy_kcal_mol": 35.76, "species": ["C", "C", "N", "C", "C", "N", "C", "C", "H", "H", "H", "H", "H", "H", "H", "H", "H", "H", "H", "C", "C", "C", "C", "C", "C", "O", "O", "H", "H", "H", "H", "H", "H", "C", "C", "C", "C", "C", "C", "O", "O", "H", "H", "H", "H", "H", "H", "C", "C", "C", "C", "C", "C", "O", "O", "H", "H", "H", "H", "H", "H", "C", "C", "C", "C", "C", "C", "O", "O", "H", "H", "H", "H", "H", "H"], "xyz": [[1.90, 0.21, 0.39], [0.72, -0.61, 1.05], [-0.17, 0.31, 1.82], [0.09, 0.57, 3.20], [-0.84, 1.54, 3.50], [-1.50, 1.80, 2.39], [-1.18, 1.03, 1.35], [-2.61, 2.79, 2.26], [1.53, 1.24, 0.10], [2.39, -0.31, -0.39], [2.29, 0.24, 1.35], [0.95, -1.34, 1.65], [0.26, -1.15, 0.26], [0.87, 0.19, 3.60], [-0.92, 2.04, 4.33], [-1.64, 1.17, 0.31], [-2.35, 3.65, 1.84], [-3.03, 3.20, 3.24], [-3.39, 2.57, 1.79], [0.51, -5.27, -3.55], [0.11, -6.04, -2.31], [0.52, -5.45, -1.10], [1.25, -4.26, -1.10], [1.61, -3.54, -2.26], [1.13, -3.98, -3.46], [1.10, -3.26, -4.59], [0.17, -5.99, 0.11], [-0.02, -5.83, -4.43], [-0.43, -6.87, -1.93], [1.70, -3.78, -0.16], [2.21, -2.62, -2.15], [0.63, -3.76, -5.34], [0.27, -7.01, -0.09], [2.99, 4.71, 1.10], [4.40, 4.33, 1.53], [4.71, 3.40, 2.43], [3.61, 3.01, 3.29], [2.33, 3.34, 2.93], [1.97, 4.08, 1.82], [0.67, 4.28, 1.71], [6.08, 3.05, 2.73], [2.71, 5.41, 0.31], [5.08, 4.70, 0.85], [3.75, 2.65, 4.21], [1.72, 3.14, 3.67], [0.22, 4.66, 1.04], [6.12, 2.28, 3.48], [0.97, 1.75, -3.38], [0.55, 0.15, -3.52], [-0.78, -0.09, -3.00], [-1.55, 0.92, -2.46], [-1.19, 2.27, -2.46], [0.04, 2.66, -3.01], [0.52, 3.92, -2.83], [-1.23, -1.37, -3.10], [1.92, 1.92, -3.70], [1.25, -0.48, -3.89], [-2.42, 0.61, -2.04], [-2.02, 2.89, -1.97], [-0.07, 4.61, -2.32], [-0.49, -1.88, -3.42], [-3.69, -1.34, -0.67], [-2.75, -2.41, -0.33], [-2.31, -2.60, 0.97], [-2.85, -1.77, 2.02], [-3.75, -0.68, 1.70], [-4.23, -0.53, 0.41], [-5.09, 0.57, 0.26], [-1.36, -3.63, 1.22], [-4.05, -1.16, -1.76], [-2.26, -2.91, -1.18], [-2.42, -2.12, 3.14], [-4.03, -0.12, 2.53], [-5.51, 0.56, -0.52], [-1.67, -4.32, 0.54]]}

***

[3]
{"formula": "C30H35N4", "method": "ωB97M-V with the def2-TZVPD basis set", "orbital_gap_ev": 6.92, "smiles": "c1ccc(C2=[NH+]CCN2C(c2ccc(N3CCCC3)cc2)c2ccc(N3CCCC3)cc2)cc1", "total_charge": 1, "relative_energy_kcal_mol": 3.02, "species": ["C", "C", "C", "C", "C", "N", "C", "C", "N", "C", "C", "C", "C", "C", "N", "C", "C", "C", "C", "C", "C", "C", "C", "C", "C", "N", "C", "C", "C", "C", "C", "C", "C", "C", "H", "H", "H", "H", "H", "H", "H", "H", "H", "H", "H", "H", "H", "H", "H", "H", "H", "H", "H", "H", "H", "H", "H", "H", "H", "H", "H", "H", "H", "H", "H", "H", "H", "H", "H"], "xyz": [[-1.38, 5.81, -2.81], [-0.41, 6.20, -1.88], [-0.03, 5.33, -0.86], [-0.71, 4.10, -0.68], [-0.43, 3.35, 0.57], [-0.70, 3.89, 1.75], [-0.36, 3.05, 2.87], [0.15, 1.80, 2.20], [0.13, 2.13, 0.77], [0.29, 1.08, -0.17], [1.57, 0.28, 0.01], [1.68, -0.87, -0.78], [2.79, -1.70, -0.70], [3.86, -1.36, 0.18], [5.00, -2.10, 0.15], [6.13, -1.89, 1.03], [7.14, -2.99, 0.65], [6.65, -3.60, -0.67], [5.21, -3.12, -0.85], [3.74, -0.21, 1.00], [2.64, 0.64, 0.85], [-0.93, 0.16, -0.12], [-2.00, 0.44, -0.97], [-3.22, -0.20, -0.80], [-3.29, -1.34, 0.03], [-4.43, -2.09, 0.02], [-4.57, -3.33, 0.75], [-6.02, -3.77, 0.50], [-6.56, -2.88, -0.63], [-5.56, -1.74, -0.80], [-2.18, -1.70, 0.83], [-1.02, -0.92, 0.78], [-1.76, 3.77, -1.56], [-2.03, 4.58, -2.67], [-1.65, 6.48, -3.64], [0.06, 7.18, -1.95], [0.79, 5.59, -0.19], [-1.05, 4.83, 1.85], [-1.24, 2.85, 3.49], [0.41, 3.50, 3.50], [-0.46, 0.91, 2.40], [1.18, 1.60, 2.53], [0.34, 1.53, -1.18], [0.88, -1.15, -1.46], [2.85, -2.61, -1.31], [6.57, -0.89, 0.87], [5.83, -1.95, 2.08], [8.15, -2.57, 0.57], [7.14, -3.75, 1.44], [7.26, -3.22, -1.51], [6.71, -4.69, -0.67], [4.51, -3.96, -0.72], [5.05, -2.73, -1.87], [4.53, 0.04, 1.71], [2.64, 1.57, 1.42], [-1.87, 1.16, -1.78], [-4.12, 0.16, -1.32], [-4.36, -3.19, 1.82], [-3.86, -4.09, 0.39], [-6.60, -3.62, 1.41], [-6.05, -4.83, 0.24], [-6.63, -3.44, -1.57], [-7.55, -2.48, -0.40], [-5.27, -1.63, -1.86], [-5.99, -0.78, -0.48], [-2.24, -2.58, 1.49], [-0.20, -1.19, 1.45], [-2.41, 2.93, -1.33], [-2.76, 4.25, -3.41]]}

***

[4]
{"formula": "C30H35N4O2SW", "method": "ωB97M-V with the def2-TZVPD basis set", "s2": 2.027, "orbital_gap_ev": [6.37, 6.58], "total_charge": 3, "spin_multiplicity": 3, "relative_energy_kcal_mol": 0.00, "species": ["W", "C", "C", "C", "C", "C", "C", "C", "C", "C", "C", "C", "C", "H", "H", "H", "H", "H", "H", "H", "H", "H", "H", "H", "H", "H", "H", "H", "H", "H", "H", "S", "C", "C", "C", "C", "C", "C", "N", "C", "C", "C", "C", "C", "C", "C", "H", "H", "H", "H", "H", "H", "H", "H", "N", "C", "C", "C", "N", "H", "H", "H", "H", "N", "C", "C", "O", "O", "H", "H", "H", "H", "H"], "xyz": [[-12.54, -4.14, -10.45], [-15.15, -4.39, -8.08], [-14.38, -3.32, -8.81], [-13.23, -2.72, -8.20], [-12.92, -2.96, -6.75], [-12.38, -1.98, -9.06], [-11.04, -1.49, -8.58], [-12.83, -1.59, -10.38], [-12.02, -0.58, -11.17], [-14.16, -1.88, -10.81], [-14.74, -1.15, -12.00], [-14.87, -2.88, -10.09], [-16.21, -3.38, -10.60], [-15.48, -5.15, -8.78], [-16.05, -3.97, -7.60], [-14.56, -4.88, -7.30], [-12.01, -2.44, -6.42], [-12.80, -4.03, -6.53], [-13.72, -2.61, -6.09], [-10.46, -2.33, -8.17], [-11.18, -0.79, -7.76], [-10.44, -1.01, -9.37], [-10.98, -0.87, -11.27], [-12.06, 0.40, -10.68], [-12.44, -0.47, -12.17], [-14.21, -1.43, -12.92], [-14.63, -0.08, -11.88], [-15.79, -1.37, -12.12], [-17.02, -2.97, -10.00], [-16.24, -4.48, -10.54], [-16.38, -3.11, -11.65], [-13.98, -8.09, -12.09], [-14.47, -6.96, -13.30], [-14.89, -7.26, -14.60], [-15.31, -6.21, -15.40], [-15.32, -4.92, -14.90], [-14.91, -4.61, -13.61], [-14.40, -5.63, -12.80], [-13.78, -5.55, -11.51], [-13.62, -6.82, -10.97], [-12.98, -6.96, -9.68], [-12.79, -8.13, -8.94], [-12.02, -8.11, -7.79], [-11.38, -6.95, -7.35], [-11.55, -5.77, -8.06], [-12.38, -5.71, -9.20], [-14.90, -8.29, -14.97], [-15.61, -6.41, -16.43], [-15.69, -4.13, -15.53], [-14.82, -3.58, -13.26], [-13.24, -9.07, -9.25], [-11.91, -9.04, -7.22], [-10.74, -6.95, -6.46], [-11.00, -4.90, -7.73], [-9.94, -5.53, -10.81], [-8.67, -5.46, -11.31], [-8.42, -4.09, -11.57], [-9.62, -3.41, -11.21], [-10.59, -4.34, -10.82], [-10.47, -6.39, -10.64], [-8.03, -6.34, -11.38], [-7.52, -3.59, -11.95], [-9.82, -2.35, -11.31], [-12.36, -3.07, -15.70], [-11.25, -4.06, -15.56], [-11.43, -4.52, -14.06], [-11.29, -5.64, -13.59], [-11.88, -3.46, -13.45], [-12.27, -2.32, -16.42], [-12.41, -2.71, -14.70], [-13.24, -3.57, -15.86], [-10.30, -3.55, -15.70], [-11.30, -4.84, -16.34]]}

***

[5]
{"formula": "C30H35N7W", "method": "ωB97M-V with the def2-TZVPD basis set", "s2": 2.030, "orbital_gap_ev": [7.36, 6.42], "total_charge": 4, "spin_multiplicity": 3, "relative_energy_kcal_mol": 26.37, "species": ["W", "N", "C", "C", "C", "N", "C", "C", "N", "C", "H", "H", "H", "H", "H", "H", "H", "H", "H", "H", "H", "H", "H", "H", "H", "H", "C", "C", "N", "C", "C", "C", "C", "C", "C", "C", "C", "C", "N", "C", "H", "H", "H", "H", "H", "H", "H", "H", "C", "N", "C", "C", "C", "C", "C", "N", "C", "C", "C", "C", "C", "C", "H", "H", "H", "H", "H", "H", "H", "H", "H", "H", "H"], "xyz": [[0.05, 0.45, -0.25], [2.95, -0.69, -3.14], [1.93, -1.66, -3.75], [1.56, -2.77, -2.76], [0.25, -2.62, -1.98], [0.36, -1.76, -0.73], [-0.88, -2.13, -2.85], [-0.54, -0.81, -3.51], [-0.49, 0.32, -2.49], [0.74, -0.92, -4.35], [3.80, -1.20, -2.87], [2.61, -0.20, -2.30], [3.24, 0.01, -3.83], [2.50, -2.10, -4.56], [2.40, -3.01, -2.10], [1.43, -3.67, -3.36], [0.01, -3.62, -1.61], [1.23, -2.02, -0.27], [-0.36, -2.15, -0.12], [-1.81, -2.04, -2.27], [-1.09, -2.87, -3.62], [-1.33, -0.54, -4.20], [-1.47, 0.62, -2.41], [-0.04, 1.10, -2.96], [1.03, 0.06, -4.75], [0.45, -1.49, -5.24], [4.33, 0.15, 1.01], [3.01, -0.15, 0.70], [2.20, 0.69, 0.03], [2.72, 1.91, -0.31], [4.04, 2.30, -0.03], [4.86, 1.37, 0.65], [4.50, 3.60, -0.42], [3.67, 4.46, -1.06], [2.32, 4.09, -1.35], [1.43, 4.95, -2.03], [0.15, 4.51, -2.29], [-0.25, 3.25, -1.84], [0.56, 2.42, -1.18], [1.84, 2.83, -0.96], [4.92, -0.58, 1.55], [2.59, -1.08, 1.04], [5.88, 1.63, 0.89], [5.52, 3.87, -0.18], [4.02, 5.44, -1.35], [1.76, 5.93, -2.34], [-0.56, 5.14, -2.81], [-1.26, 2.93, -2.01], [-1.57, 2.84, 0.90], [-0.53, 1.85, 1.21], [-0.31, 1.57, 2.48], [0.19, 0.30, 2.74], [0.49, -0.40, 3.90], [0.68, -1.73, 3.51], [0.49, -1.79, 2.15], [0.18, -0.55, 1.62], [-2.58, 2.18, 0.00], [-3.57, 2.94, -0.63], [-4.50, 2.33, -1.46], [-4.46, 0.96, -1.69], [-3.49, 0.19, -1.08], [-2.54, 0.80, -0.25], [-1.14, 3.72, 0.42], [-2.05, 3.18, 1.82], [-0.60, 2.27, 3.26], [0.53, 0.00, 4.90], [0.90, -2.57, 4.15], [0.53, -2.70, 1.58], [-3.63, 4.00, -0.45], [-5.27, 2.93, -1.92], [-5.22, 0.49, -2.32], [-3.51, -0.89, -1.19], [-1.97, 0.12, 0.42]]}

***

[6]
{"formula": "C30H36BO14PSSi2", "method": "ωB97M-V with the def2-TZVPD basis set", "orbital_gap_ev": 7.03, "total_charge": 0, "species": ["C", "C", "C", "C", "O", "Si", "O", "Si", "B", "O", "O", "C", "C", "P", "O", "O", "S", "H", "H", "H", "H", "H", "H", "H", "H", "H", "H", "H", "H", "H", "H", "H", "H", "H", "H", "H", "H", "C", "C", "C", "O", "C", "C", "C", "O", "H", "H", "H", "H", "C", "C", "C", "O", "C", "C", "C", "O", "H", "H", "H", "H", "C", "C", "C", "O", "C", "C", "C", "O", "H", "H", "H", "H", "C", "C", "C", "O", "C", "C", "C", "O", "H", "H", "H", "H"], "xyz": [[-1.37, 2.48, 3.11], [-0.68, 1.20, 2.53], [-0.43, 0.20, 3.72], [0.06, -1.20, 3.24], [1.13, -1.16, 2.29], [2.54, -0.44, 2.90], [3.70, -0.29, 1.64], [3.97, 1.33, 1.20], [5.27, 1.46, -0.30], [6.05, 0.33, -0.56], [5.39, 2.66, -1.03], [4.61, 2.61, -2.24], [3.78, 3.95, -2.34], [4.74, 2.61, 2.85], [3.43, 3.52, 3.41], [5.84, 3.72, 2.21], [5.58, 1.63, 4.29], [-2.20, 2.24, 3.78], [-1.78, 3.09, 2.28], [-0.62, 3.10, 3.63], [-1.45, 0.70, 1.90], [0.24, 1.41, 1.96], [-1.44, 0.03, 4.16], [0.17, 0.65, 4.53], [0.27, -1.83, 4.13], [-0.80, -1.67, 2.72], [2.21, 0.94, 3.31], [3.16, -1.16, 4.01], [2.69, 1.90, 0.70], [5.59, -0.47, -0.27], [5.30, 2.58, -3.10], [3.96, 1.71, -2.31], [3.97, 4.51, -1.41], [2.71, 3.74, -2.50], [4.15, 4.56, -3.18], [3.05, 3.98, 2.65], [5.48, 4.61, 2.29], [0.65, 3.80, -7.03], [1.62, 3.43, -6.20], [1.35, 2.51, -5.07], [2.24, 2.17, -4.31], [-0.03, 2.02, -4.90], [-1.00, 2.39, -5.73], [-0.73, 3.31, -6.86], [-1.62, 3.65, -7.62], [0.83, 4.47, -7.87], [2.65, 3.77, -6.31], [-0.21, 1.35, -4.07], [-2.02, 2.04, -5.61], [-5.94, -0.69, -6.45], [-4.97, 0.16, -6.12], [-3.89, -0.23, -5.19], [-3.00, 0.54, -4.88], [-3.92, -1.61, -4.64], [-4.89, -2.46, -4.97], [-5.97, -2.06, -5.90], [-6.86, -2.84, -6.20], [-6.74, -0.42, -7.12], [-4.93, 1.17, -6.51], [-3.11, -1.87, -3.96], [-4.93, -3.47, -4.58], [-0.63, -4.16, -1.89], [-0.73, -4.87, -0.76], [-1.65, -4.45, 0.32], [-1.74, -5.10, 1.35], [-2.45, -3.22, 0.11], [-2.34, -2.52, -1.01], [-1.42, -2.93, -2.09], [-1.33, -2.28, -3.12], [0.04, -4.44, -2.69], [-0.16, -5.77, -0.59], [-3.11, -2.94, 0.92], [-2.92, -1.61, -1.18], [0.19, -2.92, 8.04], [-0.31, -2.00, 7.22], [-1.74, -2.02, 6.83], [-2.20, -1.18, 6.08], [-2.59, -3.09, 7.39], [-2.09, -4.01, 8.21], [-0.66, -4.00, 8.60], [-0.21, -4.84, 9.35], [1.23, -2.93, 8.33], [0.29, -1.21, 6.80], [-3.63, -3.08, 7.09], [-2.70, -4.81, 8.63]]}

***

no.,electronic energy (a.u.)
1,-4877.002782
2,-1875.001635
3,-1382.985563
4,-1998.012417
5,-1613.208450
6,-3561.590440